Record 1
C4H9NO | ωB97M-V/def2-TZVPD

```
15
C4H9NO | the OMol25 dataset | ωB97M-V/def2-TZVPD
H 0.35 -2.65 -0.41
N 0.23 -1.80 0.14
C 0.52 -0.73 -0.47
C 1.22 0.48 0.43
C 2.14 1.29 -0.09
H 0.81 -0.62 -1.51
H 1.23 0.24 1.49
H 2.22 1.44 -1.16
H 2.81 1.89 0.53
C -2.28 -0.11 0.22
O -1.20 0.47 -0.50
H -1.95 -1.07 0.65
H -2.60 0.55 1.02
H -3.10 -0.28 -0.47
H -0.39 0.89 0.11
```

Values from the calculation:
Maximum force, eV Å⁻¹: 4.25
Frontier orbital gap, eV: 9.931
SMILES: [H]/N=C/C=C.CO
HOMO energy, eV: -9.120

---

Record 2
C5H4N2O2 | ωB97M-V/def2-TZVPD

```
13
C5H4N2O2 | the OMol25 dataset | ωB97M-V/def2-TZVPD
O -2.14 -1.68 -0.29
C -1.32 -0.80 0.11
C -1.85 0.67 0.18
O -0.72 1.48 0.01
C 0.43 0.55 0.04
N 1.81 0.56 -0.18
C 2.16 -0.75 0.00
N 1.05 -1.51 0.26
C 0.05 -0.75 0.32
H -2.52 0.98 -0.78
H -2.52 1.06 0.93
H 2.43 1.25 -0.29
H 3.13 -1.08 -0.32
```

Values from the calculation:
Maximum force, eV Å⁻¹: 8.04
Frontier orbital gap, eV: 9.292
SMILES: O=C1COc2[nH]cnc21
HOMO energy, eV: -8.846

---

Values of DFT total energy, in order: -287.67263, -452.82192, all in a.u..
Values of ΔE to the lowest compared entry with this formula, charge and spin, in order: 100.3, 73.0, all in kcal/mol.